Entry 1:
ORCA calculation (ωB97M-V/def2-TZVPD) on C16H14N2O2S in the gas phase at a distorted geometry.

Positions of all 35 atoms, in Å:
1 C 3.05788 1.37954 1.07270
2 C 2.18967 0.24523 1.51226
3 C 2.72556 -0.95808 1.95909
4 C 1.88162 -1.99016 2.34364
5 C 2.40370 -3.29764 2.84126
6 C 0.50083 -1.77091 2.25243
7 C -0.41538 -2.77498 2.62049
8 N -1.14491 -3.60740 2.92273
9 C 0.05384 -0.52151 1.78336
10 S -1.66669 -0.21957 1.67404
11 C -1.69077 1.43728 0.87951
12 C -1.49705 1.32796 -0.59679
13 C -2.53234 0.86991 -1.40028
14 C -2.38804 0.72721 -2.77683
15 C -1.16663 1.05506 -3.31346
16 C -0.11907 1.50900 -2.51114
17 C -0.25736 1.65589 -1.15436
18 O 0.97878 1.75766 -3.29510
19 C 0.58654 1.45101 -4.61591
20 O -0.75406 1.01183 -4.61915
21 N 0.87994 0.44592 1.43764
22 H 3.15387 1.36256 -0.01332
23 H 4.04977 1.30246 1.50940
24 H 2.60574 2.32734 1.35424
25 H 3.79581 -1.08667 2.00907
26 H 2.04356 -4.11139 2.21249
27 H 2.04236 -3.48683 3.85173
28 H 3.49070 -3.30568 2.84548
29 H -0.90216 2.01674 1.35304
30 H -2.67188 1.83704 1.13202
31 H -3.47540 0.61064 -0.94346
32 H -3.19421 0.37472 -3.39740
33 H 0.55550 1.99981 -0.53920
34 H 1.23587 0.65661 -5.01818
35 H 0.68177 2.34957 -5.24691

Max |F|   0.0245 Eh/bohr
Energy relative to the best compared isomer or geometry (same formula, charge and spin)   27.16 kcal/mol
E_HOMO   -7.99 eV
Molecular weight   298.37 g/mol

Mulliken atomic charge list, values in e, 4 entries: C -1.524; C 0.497; C -0.671; C 1.145

---

Entry 2:
ORCA calculation (ωB97M-V/def2-TZVPD) on C6H10O2 in the gas phase at a distorted geometry.

Positions of all 18 atoms, in Å:
1 C 0.84864 0.46893 1.16235
2 C 0.43412 -0.60432 0.20551
3 C 1.55915 -1.03962 -0.62791
4 C 0.54027 -0.12553 -1.16670
5 O 0.22220 1.24280 -1.20192
6 C -1.03497 1.18354 -0.38944
7 C -1.06584 -0.24565 0.35951
8 O -1.90929 -1.08373 -0.30620
9 H 0.79742 0.11148 2.31689
10 H 2.10168 0.72434 1.04635
11 H 0.12012 1.38080 1.26463
12 H 2.55553 -0.74058 -0.39740
13 H 1.40161 -1.89526 -1.13889
14 H -0.30616 -0.51145 -1.72644
15 H -1.12905 1.98576 0.33449
16 H -1.86323 1.31660 -1.06271
17 H -1.55727 -0.07412 1.40217
18 H -1.71492 -2.09397 -0.07429

Max |F|   0.1218 Eh/bohr
Energy relative to the best compared isomer or geometry (same formula, charge and spin)   155.41 kcal/mol
E_HOMO   -8.72 eV
Molecular weight   114.14 g/mol

Mulliken atomic charge list, values in e, 4 entries: C -0.938; C 0.678; C -0.667; C 0.025

---

Entry 3:
ORCA calculation (ωB97M-V/def2-TZVPD) on C20H27N3O4RuSSi as an isolated structure at a distorted geometry.

Positions of all 57 atoms, in Å:
1 Ru 0.28056 0.08195 -0.10866
2 N 1.27587 -1.83420 0.40284
3 N 0.55306 -2.54149 1.38628
4 C -0.41200 -1.78648 2.11711
5 O -0.87790 -2.27523 3.11983
6 O -0.74040 -0.67795 1.55154
7 H 1.38867 -2.41961 -0.41960
8 H 2.19639 -1.54484 0.73658
9 H 1.10551 -3.14912 1.97606
10 C -0.85193 1.78676 0.20956
11 Si -1.99783 1.91921 -1.23160
12 C -2.52846 0.11339 -1.38358
13 N -1.39204 -0.86134 -1.39360
14 C -1.87415 -2.13495 -0.79624
15 C -3.09713 -2.71663 -1.50656
16 C -2.95459 -2.67621 -3.03718
17 C -1.49822 -2.43642 -3.39914
18 C -0.96696 -1.13108 -2.81045
19 C -1.16047 2.59811 -2.75954
20 C -0.02844 3.40848 -2.63756
21 C 0.59937 3.93562 -3.75802
22 C 0.09988 3.66466 -5.02283
23 C -1.02963 2.87211 -5.16578
24 C -1.65111 2.34590 -4.04291
25 C -3.56005 2.89134 -0.89000
26 C -4.02027 3.89306 -1.74593
27 C -5.19139 4.58580 -1.47100
28 C -5.92223 4.28818 -0.33160
29 C -5.47948 3.29964 0.53580
30 C -4.30958 2.61085 0.25701
31 H -1.41255 1.54230 1.11621
32 H -0.18798 2.62334 0.43219
33 H -3.23089 -0.09851 -2.19288
34 H -3.07623 -0.04365 -0.44762
35 H -2.10808 -1.94501 0.24849
36 H -1.04283 -2.84337 -0.81943
37 H -3.99296 -2.17998 -1.19407
38 H -3.21884 -3.74189 -1.15259
39 H -3.57065 -1.87665 -3.45773
40 H -3.30753 -3.60554 -3.48442
41 H -1.35712 -2.39485 -4.48076
42 H -0.89812 -3.27943 -3.04500
43 H -1.30708 -0.28681 -3.41049
44 H 0.12138 -1.12911 -2.86824
45 H 0.37460 3.62589 -1.65615
46 H 1.47879 4.55477 -3.64241
47 H 0.58895 4.07284 -5.89778
48 H -1.42593 2.66530 -6.15176
49 H -2.53815 1.73402 -4.17152
50 H -3.45497 4.14139 -2.63556
51 H -5.53096 5.36066 -2.14551
52 H -6.83418 4.82934 -0.11544
53 H -6.04311 3.06976 1.43034
54 H -3.97183 1.84942 0.95174
55 O 1.61917 0.76012 1.18632
56 O 2.07804 1.95184 1.04218
57 S 1.41062 0.68832 -1.69566

Max |F|   0.0421 Eh/bohr
E_HOMO (spin up / spin down)   -7.96 / -7.94 eV
Molecular weight   534.68 g/mol

Mulliken atomic charge list, values in e, 4 entries: Ru 0.049; N -0.312; N -0.242; C 0.562

---

Entry 4:
ORCA calculation (ωB97M-V/def2-TZVPD) on C18H28N5O2Ru as an isolated structure at a distorted geometry.

Positions of all 54 atoms, in Å:
1 Ru -0.69583 0.28737 0.10623
2 C 1.62362 -1.17859 2.46636
3 C 1.53705 0.34030 2.32894
4 N 0.20075 0.92103 2.11344
5 C -0.75783 0.85811 3.22249
6 C -1.63346 -0.36749 3.09562
7 N -2.26290 -0.41514 1.76199
8 C -2.90609 -1.72592 1.55391
9 C -3.67756 -1.89619 0.24648
10 C -3.11635 -1.21734 -0.99583
11 N -1.65552 -1.32328 -1.15593
12 C -1.00270 -2.62600 -1.04267
13 C 0.49106 -2.38152 -0.99469
14 N 0.84715 -1.45583 0.09128
15 C 0.90513 -2.04991 1.43485
16 H 1.28783 -1.50442 3.45252
17 H 2.69342 -1.38876 2.42013
18 H 2.15735 0.66398 1.49457
19 H 1.97476 0.76717 3.23598
20 H 0.34562 1.89830 1.87242
21 H -1.38096 1.75329 3.19374
22 H -0.24074 0.83977 4.18458
23 H -2.38910 -0.35917 3.88497
24 H -1.03994 -1.27098 3.22836
25 H -2.98067 0.30611 1.72055
26 H -3.60214 -1.92595 2.37378
27 H -2.11832 -2.47451 1.63492
28 H -4.69523 -1.52213 0.36318
29 H -3.76328 -2.97022 0.07581
30 H -3.34260 -0.14936 -0.98241
31 H -3.63309 -1.63682 -1.86330
32 H -1.41089 -0.89807 -2.04943
33 H -1.23685 -3.27118 -1.89279
34 H -1.34002 -3.12746 -0.13769
35 H 0.80223 -1.92102 -1.93408
36 H 1.01748 -3.33361 -0.89198
37 H 1.73916 -1.01486 -0.12245
38 H 1.43530 -3.00713 1.39808
39 H -0.11564 -2.26984 1.74380
40 O -0.82621 1.65268 -1.74405
41 C 0.40584 1.86432 -1.72631
42 N 1.11295 1.32713 -0.71677
43 C 2.46664 1.63490 -0.84682
44 O 3.34137 1.25736 -0.10913
45 C 2.57416 2.48050 -2.08384
46 C 3.67115 3.08064 -2.64901
47 C 3.46390 3.80003 -3.83095
48 C 2.20077 3.90401 -4.39693
49 C 1.08850 3.30078 -3.81128
50 C 1.29434 2.59803 -2.64264
51 H 4.65249 3.00485 -2.20089
52 H 4.30662 4.27952 -4.30980
53 H 2.08021 4.47050 -5.31030
54 H 0.10709 3.39203 -4.25703

Max |F|   0.0819 Eh/bohr
Energy relative to the best compared isomer or geometry (same formula, charge and spin)   52.26 kcal/mol
Net charge   +2
Spin multiplicity   2
E_HOMO (spin up / spin down)   -14.81 / -14.83 eV
<S²>   0.759
Molecular weight   447.52 g/mol

Mulliken atomic charge list, values in e, 4 entries: Ru 0.197; C -1.076; C -0.570; N 0.171